1.
{"formula": "C33H61CrF5N2O26S2", "method": "ωB97M-V/def2-TZVPD", "elements": ["Cr", "N", "S", "O", "O", "F", "S", "O", "O", "F", "N", "O", "O", "O", "C", "C", "O", "C", "O", "O", "F", "H", "H", "H", "C", "C", "O", "C", "O", "O", "F", "H", "H", "H", "C", "C", "O", "C", "O", "O", "F", "H", "H", "H", "C", "C", "O", "C", "C", "H", "H", "H", "H", "H", "H", "H", "H", "H", "H", "C", "C", "O", "C", "C", "H", "H", "H", "H", "H", "H", "H", "H", "H", "H", "O", "C", "O", "C", "C", "C", "H", "H", "H", "H", "H", "H", "H", "H", "O", "C", "O", "C", "C", "C", "H", "H", "H", "H", "H", "H", "H", "H", "O", "C", "O", "C", "C", "C", "H", "H", "H", "H", "H", "H", "H", "H", "O", "C", "O", "C", "C", "C", "H", "H", "H", "H", "H", "H", "H", "H"], "coordinates": [[0.749, 2.549, -0.305], [0.252, 0.766, 0.431], [0.791, -0.516, 1.177], [0.631, -1.809, 0.489], [0.905, -0.478, 2.609], [2.276, -0.058, 0.758], [-1.294, 0.141, 0.694], [-1.875, 0.079, 2.035], [-1.756, -0.818, -0.327], [-2.057, 1.445, 0.169], [-1.596, 2.415, -2.706], [-0.650, 2.785, -2.020], [-1.240, 2.028, -3.796], [-2.738, 2.409, -2.307], [2.318, -4.428, -0.668], [3.539, -5.343, -0.535], [3.005, -6.522, -1.053], [1.703, -6.520, -1.250], [1.056, -7.417, -1.813], [1.239, -5.282, -0.993], [3.762, -5.604, 0.769], [2.526, -3.642, -1.394], [2.170, -3.932, 0.291], [4.371, -4.919, -1.096], [-2.750, -0.890, -3.594], [-3.753, -0.130, -4.555], [-4.925, -0.879, -4.355], [-4.597, -2.064, -4.057], [-5.398, -2.993, -3.799], [-3.278, -2.161, -3.802], [-3.509, -0.176, -5.824], [-2.922, -0.490, -2.595], [-1.707, -0.679, -3.832], [-4.042, 0.873, -4.241], [-2.671, -0.703, 4.937], [-2.595, 0.788, 5.117], [-1.176, 0.915, 5.230], [-0.650, -0.180, 5.574], [0.489, -0.363, 5.876], [-1.564, -1.094, 5.654], [-3.359, 1.185, 6.253], [-2.647, -1.085, 3.916], [-3.580, -1.083, 5.405], [-3.068, 1.255, 4.253], [-4.861, -0.737, -0.114], [-5.619, 0.111, 0.894], [-6.594, 0.878, 0.283], [-6.000, 1.987, -0.423], [-7.157, 2.742, -1.036], [-5.488, -1.231, -0.856], [-4.158, -0.109, -0.662], [-4.214, -1.436, 0.415], [-6.298, -0.533, 1.452], [-4.981, 0.628, 1.610], [-5.469, 2.618, 0.289], [-5.270, 1.726, -1.189], [-7.558, 3.485, -0.347], [-8.010, 2.141, -1.352], [-6.724, 3.307, -1.862], [-2.858, -4.132, -1.165], [-2.487, -5.636, -0.829], [-3.111, -6.507, -1.743], [-3.129, -7.929, -1.455], [-1.821, -8.671, -1.556], [-3.941, -4.102, -1.044], [-2.257, -3.444, -0.570], [-2.699, -3.925, -2.223], [-1.414, -5.829, -0.813], [-2.830, -5.889, 0.175], [-3.536, -8.103, -0.459], [-3.932, -8.381, -2.038], [-1.409, -8.490, -2.548], [-1.979, -9.744, -1.443], [-1.034, -8.384, -0.858], [2.429, 3.062, 1.245], [2.978, 3.189, 2.374], [3.721, 4.184, 2.885], [4.058, 5.342, 2.116], [5.409, 5.040, 1.423], [2.879, 2.010, 3.304], [4.230, 6.259, 2.679], [3.235, 5.501, 1.419], [5.456, 4.127, 0.830], [6.259, 5.031, 2.106], [5.623, 5.841, 0.716], [3.556, 1.182, 3.096], [1.882, 1.571, 3.356], [3.100, 2.296, 4.332], [6.582, 1.923, 1.480], [6.542, 0.888, 0.806], [7.465, -0.050, 0.632], [8.696, -0.071, 1.417], [8.852, -1.423, 2.058], [5.373, 0.562, -0.117], [8.702, 0.725, 2.162], [9.579, -0.012, 0.780], [9.785, -1.442, 2.621], [8.824, -2.223, 1.319], [8.066, -1.523, 2.807], [4.617, 1.332, 0.039], [4.960, -0.413, 0.138], [5.686, 0.554, -1.161], [-0.638, 3.699, 0.951], [-1.366, 4.163, 1.819], [-2.705, 4.532, 1.574], [-3.245, 4.418, 0.306], [-4.491, 5.272, 0.137], [-0.930, 4.248, 3.269], [-3.578, 3.391, 0.158], [-2.487, 4.651, -0.442], [-5.091, 4.893, -0.690], [-4.317, 6.338, -0.003], [-5.111, 5.170, 1.029], [-0.108, 4.961, 3.334], [-0.581, 3.244, 3.509], [-1.729, 4.595, 3.924], [2.220, 1.751, -1.710], [2.250, 0.957, -2.687], [3.028, 1.031, -3.779], [3.781, 2.188, -4.156], [5.033, 2.463, -3.347], [1.352, -0.237, -2.706], [3.121, 3.044, -4.297], [4.171, 2.022, -5.160], [5.762, 3.133, -3.802], [5.442, 1.502, -3.034], [4.760, 2.856, -2.368], [0.343, 0.118, -2.494], [1.610, -0.824, -1.824], [1.411, -0.823, -3.624]], "mulliken_charge": [1.52, 1.00, 0.19, -0.50, -0.50, -0.11, -0.81, -0.14, -0.31, 0.12, 0.94, -0.67, -0.68, -0.51, -0.05, 0.34, -0.36, 0.53, -0.55, -0.16, -0.29, 0.03, 0.13, 0.32, 0.76, 0.37, -0.32, 0.56, -0.63, -0.31, -0.32, -0.63, 0.14, 0.28, -0.21, 0.69, -0.29, 0.70, -0.59, -0.38, -0.35, 0.03, 0.36, 0.08, -0.34, -0.31, -0.48, 0.83, -1.63, 0.42, -0.45, 0.29, 0.36, 0.22, -0.04, -0.06, 0.34, 0.39, 0.38, -0.61, -0.18, -0.28, -0.46, -0.93, 0.28, 0.14, 0.21, -0.01, 0.35, 0.32, 0.34, 0.23, 0.44, 0.21, -0.49, 0.49, -0.31, -0.17, -0.90, -0.41, 0.34, 0.19, 0.07, 0.32, 0.40, 0.15, -0.22, 0.46, -0.60, 0.43, -0.29, -0.22, -1.18, -0.16, 0.30, 0.29, 0.38, 0.29, 0.33, -0.13, 0.31, 0.18, -0.10, 0.86, -0.35, 0.93, -1.44, -0.63, -0.56, 0.19, 0.31, 0.39, 0.36, 0.32, 0.02, 0.27, -0.26, 0.60, -0.31, -0.24, -0.81, 0.13, 0.31, 0.32, 0.44, 0.20, 0.11, -0.55, -0.24, 0.52], "charge": 0, "de_lowest_kj_mol": 551.16, "fmax_ha_per_bohr": 0.1695, "energy_ha": -5699.7181, "multiplicity": 5, "e_lumo_ev": [-1.729, -1.757], "s2": 6.0064}

2.
{"formula": "C5H6Cl2O2S", "method": "ωB97M-V/def2-TZVPD", "elements": ["C", "C", "C", "C", "O", "C", "Cl", "Cl", "H", "H", "H", "H", "H", "H", "O", "S"], "coordinates": [[1.437, 0.033, 1.243], [0.527, 0.349, 0.084], [1.108, 0.448, -1.311], [-0.781, 0.478, 0.304], [-1.692, 0.364, 1.336], [-2.139, 0.738, -0.011], [-3.144, -0.445, -0.815], [-2.845, 2.381, -0.096], [0.706, -0.359, 2.058], [2.116, 0.763, 1.455], [2.055, -0.886, 0.944], [1.667, -0.455, -1.582], [1.699, 1.414, -1.402], [0.418, 0.363, -2.090], [-0.342, -2.221, -0.642], [-0.790, -2.964, 0.525]], "mulliken_charge": [-1.19, 1.09, -1.44, -0.40, -0.48, 0.69, -0.15, -0.17, 0.29, 0.41, 0.27, 0.34, 0.32, 0.42, -0.24, 0.23], "charge": 0, "de_lowest_kj_mol": 270.59, "fmax_ha_per_bohr": 0.1090, "energy_ha": -1663.0131, "e_lumo_ev": [-1.488, -1.472], "smiles": "CC(C)=C1OC1(Cl)Cl.O=S"}

3.
{"formula": "C4H4OS", "method": "ωB97M-V/def2-TZVPD", "elements": ["C", "C", "C", "C", "O", "S", "H", "H", "H", "H"], "coordinates": [[-2.689, 0.924, -0.417], [-0.351, 0.930, -0.804], [-0.004, -0.119, -0.130], [1.375, -0.542, 0.285], [-0.885, -0.691, 0.732], [-2.531, -0.187, 0.682], [0.132, 1.339, -1.692], [1.166, -1.420, 0.885], [2.153, -0.540, -0.539], [1.634, 0.306, 0.998]], "mulliken_charge": [-0.18, -0.67, 0.86, -0.96, -0.39, 0.16, 0.29, 0.33, 0.33, 0.24], "charge": 0, "de_lowest_kj_mol": 583.49, "fmax_ha_per_bohr": 0.0661, "energy_ha": -628.0128, "e_lumo_ev": -0.595}